{"formula": "C6H11NO", "method": "the ωB97M-V functional and the def2-TZVPD basis", "symbols": ["C", "C", "C", "C", "C", "C", "O", "N", "H", "H", "H", "H", "H", "H", "H", "H", "H", "H", "H"], "positions_angstrom": [[0.048, 0.217, 0.191], [0.874, 0.049, 1.472], [-0.704, 1.553, 0.171], [-0.831, -0.951, -0.076], [1.185, 0.364, -1.015], [-0.947, -1.868, -1.026], [-1.907, -0.966, 0.978], [1.372, -0.337, -2.071], [-1.640, -0.541, 1.805], [2.147, 0.033, -2.634], [1.852, 1.227, -0.831], [1.686, 0.784, 1.517], [0.255, 0.186, 2.364], [1.332, -0.944, 1.525], [-0.006, 2.398, 0.144], [-1.353, 1.628, -0.708], [-1.324, 1.671, 1.064], [-0.312, -1.887, -1.903], [-1.730, -2.616, -0.969]], "forces_ev_per_angstrom": [[2.6, 0.1, -2.9], [0.1, -0.2, 0.1], [-0.2, 0.1, 0.0], [-2.7, 0.0, 2.4], [-0.4, -0.2, 0.2], [0.1, 0.2, 0.0], [1.3, -0.5, -1.7], [-0.6, 0.6, 1.2], [0.3, -0.1, -0.5], [-0.2, 0.0, 0.4], [-0.3, -0.1, 0.3], [-0.2, 0.0, 0.0], [0.1, 0.0, 0.0], [-0.1, 0.1, -0.1], [0.0, -0.2, 0.1], [0.1, -0.1, 0.1], [0.0, -0.1, -0.1], [0.1, 0.2, 0.3], [0.0, 0.2, 0.2]], "nbo_charge": [-0.1682, -0.6035, -0.5990, 0.3095, 0.1731, -0.4613, -0.7443, -0.6319, 0.4645, 0.3484, 0.1394, 0.2176, 0.2026, 0.2298, 0.2110, 0.2303, 0.2146, 0.2486, 0.2189], "e_tot_ha": -365.1500, "lumo_ev": 0.7, "fmax_ev_per_a": 3.88, "smiles": "[H]/N=C/C(C)(C)C(=C)O", "gap_ev": 9.8, "relative_energy_kcal_mol": 51.10}

---

{"formula": "C29H60BrIO2", "method": "the ωB97M-V functional and the def2-TZVPD basis", "symbols": ["C", "C", "C", "O", "O", "C", "Br", "C", "C", "C", "C", "C", "I", "C", "C", "H", "H", "H", "H", "H", "H", "H", "H", "H", "H", "H", "H", "H", "H", "H", "H", "H", "H", "C", "C", "C", "C", "C", "C", "H", "H", "H", "H", "H", "H", "H", "H", "H", "H", "H", "H", "H", "H", "C", "C", "C", "C", "C", "C", "H", "H", "H", "H", "H", "H", "H", "H", "H", "H", "H", "H", "H", "H", "C", "C", "C", "C", "C", "C", "H", "H", "H", "H", "H", "H", "H", "H", "H", "H", "H", "H", "H", "H"], "positions_angstrom": [[2.855, 3.817, -0.033], [2.803, 2.933, 1.180], [1.363, 2.424, 1.864], [1.197, 2.719, 3.171], [0.377, 1.751, 1.005], [0.144, 0.354, 1.402], [1.894, -0.383, 2.058], [-0.228, -0.482, 0.027], [-0.749, 0.454, -1.216], [0.524, 0.777, -2.216], [0.811, -0.473, -3.289], [-1.060, 0.358, 2.513], [-3.095, 0.297, 1.612], [-1.019, -0.870, 3.597], [-0.621, -0.210, 5.054], [3.615, 4.717, -0.009], [2.198, 3.633, -0.990], [3.819, 2.536, 1.660], [0.798, -0.972, -0.338], [-0.944, -1.414, 0.233], [-1.369, 1.397, -0.901], [-1.495, -0.221, -1.858], [0.248, 1.728, -2.862], [1.463, 0.956, -1.521], [1.457, -1.331, -2.821], [-0.219, -0.920, -3.694], [1.399, -0.090, -4.242], [-1.038, 1.372, 3.139], [-0.372, -1.794, 3.285], [-2.132, -1.283, 3.725], [-0.085, -0.951, 5.790], [-1.644, 0.206, 5.507], [0.119, 0.710, 4.902], [-0.562, 4.723, 4.907], [-0.518, 3.696, 6.027], [-1.907, 3.263, 6.504], [-2.768, 4.378, 7.109], [-2.146, 5.106, 8.304], [-1.899, 4.195, 9.497], [-1.044, 5.651, 5.227], [0.454, 4.972, 4.584], [-1.105, 4.331, 4.041], [0.070, 4.089, 6.863], [0.018, 2.809, 5.667], [-1.791, 2.453, 7.235], [-2.453, 2.826, 5.658], [-3.727, 3.944, 7.419], [-3.007, 5.114, 6.335], [-2.825, 5.909, 8.613], [-1.210, 5.592, 8.013], [-2.833, 3.736, 9.837], [-1.481, 4.771, 10.330], [-1.189, 3.398, 9.258], [2.601, -5.153, -1.857], [2.251, -6.055, -0.683], [0.746, -6.145, -0.419], [0.068, -4.824, -0.037], [0.647, -4.127, 1.197], [0.507, -4.950, 2.469], [2.291, -4.120, -1.680], [3.684, -5.150, -2.019], [2.122, -5.507, -2.775], [2.778, -5.712, 0.213], [2.629, -7.063, -0.893], [0.571, -6.887, 0.370], [0.251, -6.540, -1.316], [-0.998, -5.020, 0.134], [0.114, -4.132, -0.885], [0.121, -3.176, 1.337], [1.699, -3.875, 1.037], [-0.544, -5.172, 2.676], [0.911, -4.395, 3.322], [1.053, -5.895, 2.402], [-0.380, -1.229, -10.664], [0.439, -0.143, -9.982], [0.966, -0.558, -8.606], [-0.111, -0.868, -7.560], [-1.097, 0.270, -7.282], [-0.431, 1.513, -6.712], [-1.276, -1.479, -10.090], [-0.703, -0.891, -11.653], [0.214, -2.139, -10.794], [-0.157, 0.772, -9.906], [1.295, 0.102, -10.623], [1.625, 0.234, -8.228], [1.600, -1.446, -8.722], [0.388, -1.141, -6.621], [-0.676, -1.754, -7.869], [-1.844, -0.086, -6.563], [-1.647, 0.532, -8.191], [0.085, 1.283, -5.773], [-1.183, 2.282, -6.506], [0.296, 1.939, -7.409]], "forces_ev_per_angstrom": [[0.0, -2.2, 3.0], [-0.6, 1.4, -3.0], [0.6, 1.3, 4.9], [0.6, -2.2, -8.7], [2.2, 0.2, 2.1], [-2.0, 0.2, -1.0], [-0.9, 0.0, 0.1], [1.0, -0.6, -0.5], [-0.3, -1.1, -0.9], [-0.5, -0.2, -0.2], [-0.2, 0.3, -0.2], [1.0, -0.2, 1.6], [1.0, 0.3, 0.1], [-1.1, 0.0, 0.8], [0.1, 0.5, -0.2], [-1.0, -2.5, -0.5], [0.6, 1.0, 2.5], [-2.7, 1.7, -0.2], [-2.2, 1.1, 0.8], [1.4, 2.3, -0.1], [1.5, -1.8, -0.4], [1.5, 1.4, 1.5], [0.8, -1.8, 1.4], [-1.8, -0.1, -1.7], [-1.4, 1.6, -0.8], [2.2, 1.0, 1.0], [-1.1, -0.7, 2.1], [0.1, -2.2, -1.7], [-1.0, 2.0, 0.5], [2.6, 0.8, -0.4], [-1.3, 1.3, -1.5], [2.4, -0.9, -0.8], [-1.6, -2.0, 0.3], [0.2, 0.2, 0.0], [-0.1, -0.2, -0.1], [0.1, -0.1, 0.1], [0.0, 0.1, -0.1], [-0.2, 0.0, -0.1], [0.1, 0.1, 0.2], [0.0, -0.1, 0.0], [-0.2, 0.0, 0.0], [0.0, 0.1, 0.0], [-0.1, 0.0, 0.0], [0.0, 0.1, 0.1], [0.0, 0.1, 0.0], [0.0, 0.0, 0.0], [0.1, 0.1, 0.0], [0.0, -0.1, 0.0], [0.1, 0.0, -0.1], [0.0, 0.0, 0.0], [0.1, 0.0, 0.0], [-0.1, -0.1, 0.0], [-0.1, 0.0, 0.0], [0.2, 0.1, 0.0], [-0.1, -0.1, 0.0], [0.0, -0.1, 0.1], [0.0, 0.1, -0.1], [-0.2, 0.0, -0.1], [0.1, 0.1, 0.2], [0.0, -0.1, -0.1], [-0.1, 0.1, -0.1], [0.0, 0.1, 0.1], [-0.1, 0.0, 0.0], [0.0, 0.1, 0.1], [0.0, 0.1, -0.1], [0.1, 0.0, 0.1], [0.1, 0.0, 0.0], [0.0, 0.0, 0.0], [0.1, -0.1, 0.0], [0.0, 0.0, 0.0], [0.1, 0.0, 0.0], [-0.1, -0.1, 0.0], [-0.1, 0.1, 0.0], [-0.1, 0.1, -0.2], [0.2, 0.0, 0.0], [0.1, 0.1, 0.1], [-0.1, -0.1, -0.1], [0.1, -0.1, 0.1], [-0.1, 0.2, 0.0], [0.1, 0.0, -0.1], [0.0, -0.1, 0.1], [-0.1, 0.0, 0.0], [0.0, 0.0, 0.0], [-0.1, 0.0, 0.1], [-0.1, -0.1, 0.0], [-0.1, 0.1, 0.0], [-0.1, 0.0, -0.1], [0.1, 0.0, 0.0], [0.0, 0.0, -0.1], [0.0, -0.1, 0.0], [0.0, 0.0, -0.1], [0.2, 0.0, 0.0], [0.0, 0.0, 0.1]], "mulliken_charge": [-0.5259, -0.2805, 0.4471, -0.4036, -0.2193, 0.7194, -0.0810, -0.7783, -0.5534, -0.2757, -0.8484, -0.3639, 0.0431, 0.1184, -0.6931, 0.2534, 0.2219, 0.2952, 0.2285, 0.2308, 0.3718, 0.3057, 0.2345, 0.1748, 0.1904, 0.2180, 0.2757, 0.0233, -0.3199, 0.4194, 0.3344, 0.1677, 0.0938, -1.2740, -0.0804, -0.5283, -0.9088, -0.3917, -1.1809, 0.4102, 0.3489, 0.2169, 0.4078, 0.0160, 0.3877, 0.2940, 0.4055, 0.3121, 0.3864, 0.2370, 0.2924, 0.3760, 0.2748, -0.9933, -0.3195, -0.8745, -0.7405, 1.1394, -1.5783, 0.1054, 0.3862, 0.3014, 0.2315, 0.3583, 0.2951, 0.4042, 0.4681, 0.2123, -0.8238, 0.2488, 0.3152, 0.4093, 0.4304, -1.1775, -0.3937, -0.7366, -0.4596, -0.3891, -0.9826, 0.2826, 0.3741, 0.2890, 0.2426, 0.3566, 0.3018, 0.3917, 0.1768, 0.3480, 0.3491, 0.2655, 0.0911, 0.3936, 0.2748], "e_tot_ha": -4162.8664, "lumo_ev": -0.5, "fmax_ev_per_a": 9.02, "smiles": "C=CC(=O)O[C@](Br)(CCCC)[C@@H](I)CC.CCCCCC.CCCCCC.CCCCCC", "gap_ev": 8.9}

---

{"formula": "C6H29NO11", "method": "the ωB97M-V functional and the def2-TZVPD basis", "symbols": ["O", "C", "C", "C", "C", "C", "N", "C", "H", "H", "H", "H", "H", "H", "H", "H", "H", "H", "H", "O", "H", "H", "O", "H", "H", "O", "H", "H", "O", "H", "H", "O", "H", "H", "O", "H", "H", "O", "H", "H", "O", "H", "H", "O", "H", "H", "O"], "positions_angstrom": [[0.457, -0.614, -2.734], [1.274, 0.192, -3.139], [1.152, 1.651, -2.952], [2.152, 2.070, -1.768], [1.685, 1.442, -0.474], [2.501, 1.087, 0.516], [2.054, 0.895, 1.830], [2.420, 0.014, 2.649], [2.199, -0.201, -3.600], [1.414, 2.286, -3.804], [0.208, 2.130, -2.668], [1.779, 3.094, -1.653], [3.207, 1.834, -1.828], [0.612, 1.476, -0.315], [3.524, 0.767, 0.300], [1.835, 0.051, 3.566], [3.222, -0.720, 2.552], [-2.563, 1.153, -2.913], [-1.859, 1.533, -1.765], [-1.663, 1.487, -2.715], [1.156, 2.386, 3.218], [-0.163, 1.830, 2.948], [0.363, 2.161, 3.695], [-1.581, -0.519, 3.179], [-3.077, -0.684, 3.267], [-2.341, -0.858, 2.653], [2.026, -2.878, -1.065], [1.276, -2.165, -2.287], [1.942, -2.851, -2.051], [0.792, -1.721, 2.292], [0.424, -1.049, 1.005], [0.567, -1.925, 1.414], [-3.096, 2.417, 2.374], [-2.288, 1.182, 2.063], [-2.165, 2.130, 2.302], [-1.927, -2.849, -1.066], [-2.920, -1.982, -0.428], [-2.645, -2.255, -1.322], [-0.241, 0.761, 4.431], [-1.591, 1.428, 4.316], [-1.192, 0.590, 4.613], [-0.040, -4.162, -1.941], [-0.573, -3.884, -0.558], [-0.840, -4.276, -1.402], [-1.921, -0.385, -3.799], [-2.791, -1.241, -3.020], [-2.769, -0.827, -3.916]], "forces_ev_per_angstrom": [[0.3, 0.3, 0.0], [-0.9, -0.6, -0.1], [1.4, 1.9, 0.7], [-2.3, -1.4, 0.2], [-0.1, 0.7, 0.1], [0.7, -1.1, 0.0], [-1.0, 0.1, -0.8], [0.1, 0.4, 0.4], [0.1, 0.3, 0.0], [0.5, -0.7, -0.4], [0.1, -1.2, 0.0], [1.3, 0.3, 0.1], [0.2, 0.7, -0.8], [0.0, 0.3, 0.3], [0.1, 0.6, 0.0], [0.4, -0.3, 0.4], [0.0, 0.0, -0.3], [0.4, 0.0, -1.0], [0.9, 0.3, 0.2], [-2.1, -0.1, 1.0], [0.9, 0.2, -0.1], [-0.1, 0.5, 0.2], [0.2, 0.4, -0.6], [-0.6, -0.2, 0.0], [0.3, -0.3, -0.3], [-0.1, 0.4, 0.1], [-0.3, 0.3, -1.3], [0.4, -0.3, 0.4], [-0.2, -0.1, 1.0], [0.3, 0.2, 1.8], [0.1, -0.6, 0.2], [-0.5, 0.2, -2.2], [0.7, 0.2, 0.0], [0.2, 0.4, 0.2], [-1.1, -0.7, -0.3], [0.1, -0.4, -1.1], [-0.3, 0.3, -0.6], [-0.3, 0.6, 1.4], [-0.7, 0.1, 0.6], [0.1, -0.4, 0.3], [0.0, -0.4, 0.1], [-0.1, 0.0, 0.0], [0.2, -0.4, 0.1], [0.5, 0.1, 0.3], [0.3, 0.1, -0.5], [-0.4, -0.3, -0.7], [0.2, -0.1, 1.3]], "nbo_charge": [-0.5608, 0.4514, -0.5286, -0.4202, -0.1623, -0.0715, -0.4770, -0.0432, 0.1349, 0.2357, 0.2674, 0.2397, 0.2223, 0.1979, 0.1825, 0.1763, 0.1688, 0.4918, 0.4651, -0.9552, 0.4910, 0.4863, -0.9559, 0.4943, 0.4726, -0.9808, 0.4742, 0.4953, -0.9902, 0.4635, 0.4746, -0.9344, 0.4827, 0.4937, -0.9819, 0.4867, 0.4678, -0.9659, 0.4930, 0.4896, -0.9858, 0.4976, 0.4649, -0.9437, 0.4688, 0.4964, -0.9696], "e_tot_ha": -1128.3002, "lumo_ev": -0.3, "fmax_ev_per_a": 2.72, "smiles": "C=N/C=C/CCC=O.O.O.O.O.O.O.O.O.O.O", "gap_ev": 9.5, "relative_energy_kcal_mol": 57.46}

---

{"formula": "C5H8", "method": "the ωB97M-V functional and the def2-TZVPD basis", "symbols": ["C", "C", "C", "C", "C", "H", "H", "H", "H", "H", "H", "H", "H"], "positions_angstrom": [[0.798, 1.777, 0.043], [0.157, 0.489, 0.552], [-0.425, -0.354, -0.599], [-0.502, -1.782, -0.282], [-0.512, -2.957, -0.015], [1.648, 1.549, -0.611], [0.088, 2.381, -0.534], [1.169, 2.391, 0.869], [0.905, -0.105, 1.090], [-0.636, 0.714, 1.274], [-1.420, 0.018, -0.873], [0.203, -0.234, -1.492], [-0.510, -3.998, 0.218]], "forces_ev_per_angstrom": [[0.0, 0.1, 0.0], [0.0, 0.0, 0.1], [0.0, 0.0, 0.0], [0.0, -0.5, 0.1], [0.0, 0.4, -0.1], [-0.1, 0.0, 0.1], [0.1, -0.1, 0.1], [-0.1, -0.1, -0.1], [-0.1, 0.1, -0.1], [0.1, -0.1, -0.1], [0.1, -0.1, 0.0], [-0.1, 0.0, 0.1], [0.0, 0.2, 0.0]], "nbo_charge": [-0.6055, -0.3804, -0.4818, -0.0020, -0.2529, 0.2028, 0.2021, 0.2136, 0.2079, 0.2030, 0.2306, 0.2279, 0.2348], "e_tot_ha": -195.2444, "lumo_ev": 1.1, "fmax_ev_per_a": 0.48, "smiles": "C#CCCC", "gap_ev": 11.1, "relative_energy_kcal_mol": 29.89}

---

{"formula": "C4H9N2", "method": "the ωB97M-V functional and the def2-TZVPD basis", "symbols": ["C", "C", "C", "C", "N", "N", "H", "H", "H", "H", "H", "H", "H", "H", "H"], "positions_angstrom": [[-0.928, -1.679, -0.394], [0.052, -0.779, 0.059], [-0.395, 1.759, 0.040], [0.636, 0.777, 0.454], [-0.155, -2.023, 0.785], [0.251, -1.483, -1.196], [-1.921, -1.667, -0.766], [-1.437, 1.387, 0.306], [-0.430, 1.780, -1.136], [-0.177, 2.752, 0.367], [0.727, 0.573, 1.531], [1.579, 0.709, -0.206], [-0.566, -1.835, 1.744], [1.003, -2.188, -1.177], [0.147, -0.875, -2.048]], "forces_ev_per_angstrom": [[-1.4, 0.8, 0.6], [0.9, 3.6, 1.3], [-1.8, -0.7, -2.9], [-0.2, -4.8, -1.4], [0.7, -0.6, 1.6], [1.6, 0.2, -2.2], [-0.7, -0.3, 0.1], [1.3, 0.9, 0.1], [0.1, 0.2, 2.1], [-0.1, 0.6, 0.3], [0.7, 0.8, -0.4], [-1.1, 0.8, 1.7], [0.0, -0.2, -1.7], [-0.4, -0.1, -0.4], [0.2, -1.0, 0.9]], "nbo_charge": [0.0673, 0.2512, -0.6307, -0.3383, -0.5782, -0.5309, 0.2683, 0.2296, 0.2077, 0.2545, 0.2470, 0.2441, 0.4123, 0.4433, 0.4527], "e_tot_ha": -266.9182, "lumo_ev": -3.4, "fmax_ev_per_a": 5.00, "charge": 1, "smiles": "CC[C@@]12N[C@@H]1[NH2+]2", "gap_ev": 11.1, "relative_energy_kcal_mol": 113.66}